Model one:
H80O40 | ωB97M-V with the def2-TZVPD basis set

Geometry as XYZ:
```
120
Properties=species:S:1:pos:R:3:lowdin_charge:R:1
H 0.33184 -0.64132 -6.29272 0.089
H 0.80555 -1.56030 -5.22691 0.030
O -0.08191 -1.29034 -5.62626 -0.110
H 2.66483 -1.55076 1.70448 -0.008
H 2.45272 -1.47091 3.24918 -0.025
O 2.78249 -2.00613 2.52881 -0.049
H 2.29031 -1.30716 -0.87487 0.025
H 3.15819 -0.10810 -0.22252 -0.001
O 2.28142 -0.46360 -0.33958 -0.055
H 5.21209 2.05150 -1.92125 0.049
H 3.91683 1.40651 -1.65385 -0.021
O 4.81913 1.42856 -1.29499 -0.066
H -1.42520 -1.12715 3.60338 0.088
H -1.46885 -0.75330 5.07111 0.157
O -0.79848 -1.10654 4.38214 -0.106
H -2.87316 1.13241 -5.06258 0.065
O -2.24119 1.83144 -4.95985 -0.021
H -0.68715 4.45835 -1.40511 0.025
O 0.18616 4.82516 -1.30422 -0.034
H -3.19515 -0.73216 -1.00802 0.062
H -4.53931 0.21433 -1.30088 0.072
O -4.07983 -0.40651 -0.64314 -0.109
H 3.12595 -2.38299 -4.75865 0.017
H 3.67266 -0.88010 -4.63186 0.092
O 3.01050 -1.49993 -5.05701 -0.052
H 1.38396 -5.56626 -2.82340 0.021
H 1.78151 -5.38841 -1.17255 0.026
O 1.74709 -5.19690 -2.06944 0.014
H -1.83604 -6.38361 -2.28271 0.030
H -1.42129 -6.23495 -0.59287 0.041
O -1.35058 -6.05234 -1.53343 -0.058
H 1.86130 2.43650 -2.24936 0.028
O 2.24006 1.77172 -1.72486 -0.009
H -5.62061 -1.41082 -3.57629 0.088
H -5.44901 -1.31092 -2.18380 0.060
O -4.87967 -1.17897 -2.96551 -0.096
H 1.84871 -3.13018 -2.57200 0.020
H 2.46303 -3.22755 -1.17818 0.053
O 2.23795 -2.57403 -1.90601 -0.084
H 2.57860 -1.36073 5.80374 0.053
H 1.13598 -1.14121 5.19342 0.090
O 2.14361 -1.10552 5.01901 -0.034
H 4.11017 2.94905 0.67591 0.065
H 4.23894 4.39369 1.06618 0.083
O 3.62373 3.80037 0.62516 -0.043
H 3.45442 5.67580 -0.79271 0.052
H 2.42484 4.78345 -1.01462 0.003
O 2.61131 5.69154 -1.32466 -0.088
H -1.55521 1.79479 1.93100 0.059
H -0.81761 1.25428 3.06930 -0.002
O -1.76107 1.38373 2.83551 -0.081
H -3.01930 -1.95898 1.86167 -0.024
O -2.48855 -1.64255 1.12062 -0.082
H -0.56184 -4.21430 4.70344 0.012
H -0.58256 -2.64913 4.92848 -0.032
O -1.08722 -3.47267 4.98319 -0.071
H -3.48880 0.33893 2.72410 -0.014
O -4.22006 0.29933 2.10531 -0.106
H 4.85702 -3.76980 0.17533 0.049
H 3.74333 -3.07985 -0.57192 -0.028
O 3.90827 -3.64187 0.15450 -0.017
H -2.57724 2.31430 -0.92042 0.027
H -2.87495 2.26475 0.43512 0.046
O -2.11702 1.96076 -0.10917 -0.087
H 4.98847 -1.20505 0.96157 0.016
H 6.39031 -1.36924 1.41758 0.012
O 5.81930 -1.71167 0.76125 -0.062
H -2.36403 -1.84335 -3.86025 0.063
H -2.47637 -2.39819 -5.12543 0.024
O -3.10214 -2.14678 -4.46934 -0.065
H 0.63800 2.06725 4.38635 0.044
H 1.23640 0.74823 4.71660 -0.027
O 0.49378 1.31046 4.96642 -0.068
H -0.96148 2.78126 -3.78896 -0.016
H -0.22921 1.71417 -2.96516 0.006
O -0.13881 2.41397 -3.58867 -0.007
H 3.27682 0.12027 2.22829 0.004
H 3.57293 0.88119 1.07801 0.025
O 4.01483 0.26803 1.67778 -0.023
H 2.12648 3.08704 0.68878 -0.043
H 0.63649 3.17397 -0.00719 -0.023
O 1.18793 2.99616 0.71366 -0.018
H -4.00255 -3.36051 3.73900 0.046
H -4.39566 -2.04771 3.92192 0.096
O -3.93839 -2.57641 3.20332 -0.053
H -4.98473 4.02344 1.32345 0.045
H -4.52203 3.91712 2.75852 0.056
O -4.38284 3.49853 1.88935 -0.062
H -0.57329 -0.28263 -1.52600 0.047
O -1.44171 -0.05819 -1.85386 -0.025
H -0.48130 -2.58217 -3.77857 0.001
H 0.37687 -1.73303 -2.91020 0.013
O -0.16679 -2.50231 -2.89434 -0.004
H -2.59057 -0.63702 1.10225 0.023
H -1.41094 1.64351 -5.35199 0.042
H -3.89373 -0.05495 1.19378 0.021
H 0.53910 5.37527 -1.96584 0.019
H 1.93299 1.45658 -0.91733 -0.019
H -1.78114 0.68356 -1.38243 -0.036
O -0.34443 4.65198 3.47319 -0.111
H 0.16424 5.05957 4.21976 0.048
H 0.25867 4.85846 2.66841 0.072
O -3.13351 5.53033 -2.21911 -0.026
H -3.61311 4.96171 -1.60355 0.034
H -3.31397 5.16782 -3.05915 0.007
O -3.28802 1.98200 -2.48831 -0.002
H -3.96988 1.34995 -2.48916 0.016
H -2.76665 1.97496 -3.26252 -0.017
O 1.76067 -4.74033 3.23756 -0.050
H 2.22180 -3.92990 3.39391 -0.016
H 1.08363 -4.51446 2.59475 0.031
O 0.73874 0.17685 2.66132 -0.049
H 0.29958 -0.54657 3.10158 0.009
H 0.46388 0.61551 1.85144 0.054
O 3.02903 2.30870 5.28864 -0.033
H 3.90744 1.99903 5.17270 0.018
H 2.52121 1.49292 5.28380 -0.014
O -3.82860 -3.53780 -2.28150 -0.051
H -3.75383 -3.07333 -3.11280 -0.039
H -3.83555 -2.92060 -1.57520 -0.009
```

orbital gap	9.72	eV
M	720.60	g/mol
lowest unoccupied orbital energy	-0.246	eV

Model two:
H80O40 | ωB97M-V with the def2-TZVPD basis set

Geometry as XYZ:
```
120
Properties=species:S:1:pos:R:3:lowdin_charge:R:1
H 2.14655 1.17704 6.05848 0.052
H 0.79278 1.62927 5.86692 -0.015
O 1.29322 0.85980 5.74632 -0.030
H 0.52776 -4.69042 -0.23824 -0.034
H 0.55932 -4.88080 1.42298 -0.001
O 0.92289 -5.02953 0.55471 -0.041
H -2.32273 0.58097 5.18904 0.079
H -1.70691 1.15008 3.77899 0.007
O -1.56883 0.86201 4.67963 -0.046
H 4.87320 2.18492 1.42626 0.025
H 3.98379 2.47876 2.70078 -0.019
O 4.61464 1.87317 2.28895 -0.065
H 0.19555 2.73763 -2.49926 0.028
H -0.28448 2.15706 -3.86847 0.056
O -0.15212 1.95901 -2.93798 -0.044
H -1.63838 -0.95774 -0.21313 0.015
O -2.51044 -0.57343 -0.35676 -0.047
H -5.90094 1.83888 -2.49113 0.031
O -5.85795 0.89426 -2.62211 -0.043
H 5.63790 -0.07765 -2.77723 0.015
H 6.13526 1.05099 -2.30506 0.040
O 6.49093 0.14365 -2.35316 -0.056
H -3.70213 4.50493 -2.69737 0.025
H -3.91028 2.99021 -2.25487 0.001
O -4.23535 3.71404 -2.78899 -0.050
H 0.58506 5.48319 2.05094 0.038
H 0.11213 4.37496 2.98919 -0.008
O -0.18790 4.95243 2.26727 -0.049
H -0.47715 -3.60958 0.11622 0.035
H 0.11316 -3.03911 -1.21718 -0.009
O -0.70647 -3.23918 -0.74449 -0.019
H -0.87052 0.07049 -5.72311 0.045
O -0.75903 -0.02876 -4.77542 -0.048
H 3.14192 -0.69431 3.85676 0.056
H 4.48363 -0.82515 4.32320 0.090
O 3.94639 -1.15915 3.59025 -0.031
H -0.22492 0.93034 1.21055 0.027
H -0.96255 2.34758 1.40181 0.052
O -0.25868 1.77171 1.68008 -0.030
H 1.00858 2.38244 3.94733 0.014
H -0.62764 2.49418 4.42991 0.041
O 0.28176 2.81199 4.37308 -0.057
H 1.83770 3.27300 2.67186 0.007
H 2.66214 4.40041 3.31821 0.077
O 2.67453 3.74446 2.61411 -0.029
H 0.80598 0.15480 -1.33628 0.024
H -0.21569 1.20214 -1.35391 0.018
O -0.05890 0.33143 -0.94256 -0.085
H 4.21997 -0.83707 -4.30323 0.029
H 3.10129 -1.93354 -4.30687 0.046
O 3.28097 -0.99485 -4.40756 -0.029
H -6.11007 -2.63996 -1.96317 0.037
O -5.40986 -2.10957 -1.57836 -0.044
H -4.58583 4.74441 1.93842 0.059
H -3.24552 4.62514 1.31796 0.005
O -3.69137 4.44835 2.15181 -0.040
H -1.89839 4.91614 0.13074 0.001
O -2.04643 5.33716 -0.72757 -0.040
H -3.64953 0.48685 -4.34912 0.034
H -3.16877 1.28581 -3.10187 0.027
O -3.68880 1.33074 -3.90715 -0.058
H 0.96162 -1.84848 -1.38887 0.004
H 2.47411 -2.02225 -1.70211 0.052
O 1.59771 -1.93496 -2.09978 -0.058
H 0.53545 -3.12696 -3.19476 -0.018
H 0.29640 -2.06341 -4.19951 0.006
O 0.30876 -3.02773 -4.14980 -0.057
H -3.28911 -4.72632 2.61301 0.050
H -3.10522 -3.23089 2.78430 0.013
O -3.09712 -4.06836 3.29137 -0.075
H 2.07508 4.86856 -1.58064 -0.042
H 1.81509 4.32323 -0.31233 -0.013
O 2.23730 5.12591 -0.66324 -0.088
H 4.08279 -3.21581 2.72748 -0.011
H 4.10742 -4.01383 3.95392 0.034
O 4.54209 -3.97552 3.10095 -0.054
H 2.26738 2.99791 -2.91280 0.055
H 2.83724 4.39174 -3.49043 0.081
O 2.18940 3.95389 -2.93642 -0.026
H 1.69416 -0.14941 -5.74935 0.005
H 1.01762 1.08808 -6.43171 0.032
O 1.20527 0.15356 -6.52355 -0.057
H 5.71665 -2.30737 1.18462 0.042
H 4.74258 -1.46489 2.15433 -0.028
O 5.11084 -1.57089 1.25916 -0.064
H 1.08663 -4.24671 -2.65187 -0.014
H 1.43206 -5.70965 -2.89055 0.068
O 0.87779 -5.14136 -2.35327 -0.026
H -4.35685 2.64985 1.11290 -0.013
O -4.55946 1.98640 0.43988 -0.073
H -4.91355 -4.54795 -0.82191 0.043
H -3.45659 -4.64641 -1.14787 0.060
O -4.05096 -4.57506 -0.39461 -0.043
H -5.63580 -1.20651 -1.82619 0.011
H -2.66398 -0.73833 -1.28886 0.058
H -1.09933 5.41192 -0.92209 0.043
H -5.89473 0.58886 -3.50724 0.018
H -1.10305 -0.87439 -4.47905 0.035
H -3.89541 1.36013 0.78958 -0.012
O -0.42681 -4.21649 3.05879 -0.059
H -0.29070 -3.89496 3.95091 0.045
H -1.35224 -4.06527 2.82821 -0.011
O -0.09105 -0.78803 3.33980 -0.066
H -0.36096 0.14278 3.45947 -0.022
H 0.76982 -0.51986 3.71010 0.017
O 2.33258 -0.92405 0.16894 -0.022
H 3.25035 -0.78314 0.38093 0.026
H 1.86967 -1.38256 0.87473 0.062
O -3.66298 -2.59446 1.16409 -0.076
H -2.99942 -2.07862 0.70876 -0.006
H -4.31098 -3.01077 0.56807 0.027
O -3.08824 0.54629 2.27949 -0.047
H -3.71279 -0.04857 2.72598 0.088
H -2.57469 -0.20854 1.94892 0.037
O 1.64768 2.28893 -0.18267 -0.050
H 2.52878 2.44082 -0.52309 0.049
H 1.52118 1.54938 0.41282 0.015
O 3.79859 -4.01591 -0.94585 -0.054
H 2.94341 -4.00208 -0.49480 0.004
H 4.32406 -4.26851 -0.17741 0.038
```

orbital gap	9.66	eV
M	720.60	g/mol
lowest unoccupied orbital energy	-0.684	eV

Model three:
H80O40 | ωB97M-V with the def2-TZVPD basis set

Geometry as XYZ:
```
120
Properties=species:S:1:pos:R:3:lowdin_charge:R:1
H 3.24768 -0.89693 -5.90353 0.103
H 2.51690 -0.15506 -4.77565 0.000
O 2.55630 -0.15563 -5.74292 -0.078
H -0.04301 0.10737 6.15301 0.009
H 0.86182 1.35451 5.67664 0.004
O 0.10217 1.04502 6.15915 -0.028
H 1.63471 1.52032 3.02433 0.030
H 3.07060 1.69859 3.39363 0.018
O 2.19282 1.98128 3.67149 -0.042
H -1.60983 -3.56947 0.38535 0.062
H -2.13158 -2.21301 -0.13681 -0.017
O -1.87714 -3.07445 -0.41059 -0.035
H -4.05413 -3.74474 -2.27115 0.008
H -3.15859 -4.89757 -2.45915 0.005
O -4.05143 -4.65259 -2.67837 -0.079
H 0.36596 1.23700 -4.65106 0.028
O 0.39016 0.30787 -4.40067 -0.050
H 0.17146 3.30159 -1.90458 0.023
O -0.16786 2.91331 -2.70675 -0.045
H -1.25216 -4.32471 3.29894 0.016
H -1.87304 -5.75515 2.84595 0.035
O -1.98733 -4.80454 2.88866 -0.056
H 3.91344 0.40361 1.26717 0.019
H 4.23966 -0.36340 2.53380 -0.017
O 4.55838 0.37744 2.00663 -0.043
H -3.46532 -1.98014 4.65036 0.040
H -4.51666 -2.72846 4.04614 -0.002
O -4.03130 -2.74729 4.86335 -0.056
H 3.33969 -3.21940 -2.66872 0.034
H 3.25910 -2.21235 -3.88093 0.048
O 3.51391 -2.33222 -2.97111 -0.003
H -1.16709 5.72030 -0.87552 0.026
O -0.34731 5.60268 -1.35620 -0.035
H 1.49135 4.90825 -4.04633 0.052
H 2.66050 4.20391 -4.81813 0.086
O 1.89565 4.04405 -4.19797 -0.085
H 3.30026 0.34140 4.30490 0.036
H 4.75117 0.24898 5.06862 0.050
O 3.83147 0.47434 5.16653 -0.086
H 3.59694 -1.76459 3.58077 0.028
H 4.16841 -2.15727 4.83471 0.052
O 4.46612 -1.74864 4.01243 -0.059
H 1.11884 4.61601 2.52335 -0.032
H 1.76183 5.77398 1.90840 0.017
O 1.83549 4.82502 1.90383 -0.070
H -0.36506 0.14328 3.35380 0.036
H 0.39400 -0.05373 2.06274 -0.008
O 0.22059 -0.52118 2.92994 -0.096
H -3.70189 5.10308 -0.39494 0.037
H -4.89415 4.48644 -0.99543 0.037
O -3.95602 4.65921 -1.20766 -0.059
H 0.51823 -4.99072 -4.36287 -0.016
O -0.25334 -4.97033 -4.92042 -0.038
H 1.42386 -5.71956 -2.19154 0.093
H 1.73101 -4.39517 -2.73361 -0.047
O 2.19584 -5.18830 -2.54487 -0.055
H 1.18388 -1.68170 5.90807 0.045
O 2.02455 -1.58200 5.47314 -0.050
H 0.33214 4.06380 4.18370 0.057
H -0.68808 5.45056 3.99383 0.079
O -0.25051 4.64124 3.68351 -0.044
H -2.32184 0.02016 -0.98329 0.058
H -1.54068 -0.20819 0.31766 0.003
O -2.40765 -0.33051 -0.05995 -0.077
H 1.68207 -0.09552 -3.08358 0.046
H 2.58867 -1.11259 -2.28506 0.025
O 2.04151 -0.29935 -2.17469 -0.074
H -2.78310 1.70147 -4.79894 0.068
H -1.98626 0.82233 -3.86044 0.021
O -2.85048 1.21158 -3.95067 -0.041
H -0.20452 -2.15196 -2.25010 0.028
H -0.52965 -3.50506 -1.56099 0.015
O 0.12840 -3.05226 -2.11246 -0.060
H 1.92626 -0.84307 0.33546 0.052
H 0.94877 0.40507 0.09427 0.031
O 1.48151 -0.08063 0.75094 -0.055
H -6.23960 2.44804 1.28987 0.043
H -5.28816 2.40862 -0.01505 0.016
O -5.99447 2.85889 0.46291 -0.040
H -5.12661 -1.18122 -1.58539 0.061
H -5.86220 -2.53178 -1.44173 0.064
O -4.97182 -2.13925 -1.45771 -0.065
H 1.10115 -4.51087 4.05048 0.050
H 1.55090 -2.99592 4.00326 -0.015
O 1.17257 -3.72031 3.50456 -0.046
H 3.28231 4.25048 -1.20223 0.019
H 3.18751 3.92836 -2.64992 -0.007
O 3.40951 4.64864 -2.05743 -0.063
H -1.50614 1.67548 0.94392 0.035
O -2.08138 1.97930 1.68080 -0.063
H -2.67594 3.88649 4.03000 -0.003
H -3.46454 3.03337 2.96173 -0.009
O -3.40508 3.30354 3.87513 -0.044
H -0.37685 -4.02630 -5.02862 0.027
H 0.52918 -0.22729 -5.18063 0.049
H 2.28171 -0.64679 5.44798 0.013
H -1.11149 2.98662 -2.53408 0.003
H -0.00942 6.48996 -1.20082 0.045
H -2.66994 1.30183 2.05653 0.053
O 2.30778 -5.45367 0.90221 -0.074
H 2.47919 -5.04202 0.03457 0.004
H 1.46245 -4.99265 1.09430 0.034
O 4.30514 1.38266 -1.00980 -0.022
H 4.88812 0.68303 -1.27162 0.032
H 3.42431 1.03599 -0.97843 -0.015
O -2.78455 2.43294 -1.74632 -0.085
H -3.58324 2.21447 -1.26137 0.023
H -3.23810 2.21141 -2.57574 0.020
O 3.50348 -2.69141 0.13933 -0.027
H 3.63468 -3.17086 0.94414 0.029
H 4.31811 -2.57496 -0.36859 0.057
O -0.23798 0.01906 -1.29304 -0.100
H 0.64906 -0.40632 -1.52985 0.007
H -0.24675 0.96642 -1.27187 0.023
O -0.85405 2.56503 -6.06968 -0.063
H -0.77737 3.32904 -5.49055 0.032
H 0.09534 2.69666 -6.34838 0.075
O -5.65475 -2.30622 1.47697 -0.051
H -4.73886 -2.30023 1.22858 0.005
H -5.85023 -3.25384 1.51406 0.051
```

orbital gap	10.06	eV
M	720.60	g/mol
lowest unoccupied orbital energy	-0.635	eV

Model four:
H80O40 | ωB97M-V with the def2-TZVPD basis set

Geometry as XYZ:
```
120
Properties=species:S:1:pos:R:3:lowdin_charge:R:1
H 3.93560 3.79269 0.65182 0.012
H 4.13254 5.02723 -0.22061 0.045
O 3.55945 4.66826 0.45224 -0.049
H -5.75721 -0.66681 -1.89685 0.037
H -4.61255 -0.44102 -0.66388 0.019
O -5.23240 -0.96318 -1.17441 -0.046
H 0.22484 2.75463 -5.11349 0.101
H 1.65774 3.17966 -4.73062 0.078
O 0.81328 2.97981 -4.35340 -0.035
H -4.00921 -1.67579 0.45685 0.012
H -2.53141 -1.12181 0.15913 0.036
O -3.08730 -1.91421 0.39590 -0.039
H 1.03535 -3.50001 -2.57791 0.004
H 0.62184 -2.10319 -1.98425 0.006
O 1.33266 -2.78720 -1.98540 -0.120
H -1.98872 2.10366 -1.96318 -0.003
O -1.23880 2.44018 -1.48956 -0.057
H 0.44835 -1.11906 3.06192 -0.012
O 0.31948 -0.28386 3.54013 -0.083
H 4.06202 -1.84722 1.28950 0.007
H 5.46675 -2.16443 1.36355 0.082
O 4.92435 -1.36575 1.21949 -0.076
H -3.92057 2.05600 5.33991 0.028
H -3.18103 1.79631 4.26961 0.032
O -4.07925 2.28571 4.41371 -0.111
H 0.21456 -4.73635 -0.29066 0.010
H -0.29105 -5.45658 0.90177 0.039
O -0.63203 -4.99475 0.10555 -0.057
H 0.66486 -1.14480 5.53797 0.002
H 0.26408 -2.13344 6.59686 0.038
O -0.06370 -1.35393 6.13631 -0.052
H 0.10546 -2.08075 -3.56427 -0.013
O 0.01792 -2.62866 -4.32317 -0.032
H 2.13202 -0.39778 -2.16030 0.029
H 0.64240 0.45238 -2.37787 0.049
O 1.27661 -0.13786 -1.90672 -0.027
H 2.70790 0.43443 -0.10572 0.064
H 3.52102 0.38456 1.23557 0.042
O 2.62322 0.38094 0.85032 -0.052
H 4.77735 1.03276 -0.21631 0.035
H 5.32266 1.27672 1.27344 0.082
O 4.79250 1.63236 0.53228 -0.039
H -5.40276 -0.37913 2.61266 0.002
H -5.25734 -1.29551 3.74352 0.063
O -5.45522 -0.33705 3.57540 -0.072
H -3.17372 5.16223 2.40320 0.044
H -2.35435 4.75507 1.44645 0.035
O -3.33252 4.88049 1.49201 -0.076
H -3.88780 2.43262 -3.40711 0.000
H -3.33534 3.83634 -4.23159 0.045
O -3.26381 3.02300 -3.75216 -0.024
H -0.77562 2.61104 4.88662 0.059
O -1.26693 2.79396 4.07240 -0.038
H 3.85212 -0.74883 3.14891 0.028
H 3.61042 -0.54318 4.53561 0.043
O 4.19543 -0.17806 3.86563 -0.039
H 2.20336 2.17723 0.89490 -0.010
O 1.64272 2.87089 1.25854 -0.028
H 1.65360 3.08351 -1.05304 -0.008
H 1.03213 3.47452 -2.42853 0.025
O 1.68261 2.90164 -1.98452 -0.067
H -2.42401 0.07003 3.26756 -0.012
H -1.49843 -0.57518 4.25666 -0.022
O -2.36190 -0.65894 3.87563 -0.032
H 2.08708 -1.96907 -0.31045 0.011
H 2.33006 -1.08315 0.94324 0.055
O 2.59331 -2.02950 0.51716 -0.151
H 0.86346 -0.40457 -4.81406 -0.003
H 0.44258 -1.38601 -5.90133 -0.005
O 1.13457 -0.81074 -5.66127 -0.074
H 5.35295 -0.72476 -2.41593 0.001
H 6.18628 0.57394 -2.45631 0.034
O 6.11237 -0.28656 -2.05111 -0.032
H -1.70107 1.00872 1.47363 0.033
H -0.53256 2.01827 1.38164 0.028
O -1.38278 1.77938 1.02758 -0.017
H -4.19395 3.47256 -0.95919 0.044
H -3.15594 2.58811 -0.34886 0.005
O -3.78820 2.62979 -1.05648 -0.029
H -6.35192 0.95097 -0.45039 -0.004
H -6.61789 1.23782 0.98610 0.047
O -6.71332 0.55260 0.32294 -0.041
H -0.74812 -3.78212 2.83383 0.017
H -1.25496 -5.27596 3.12777 0.052
O -0.53528 -4.64149 3.22304 -0.065
H 2.25028 2.50778 5.17651 0.032
H 2.91729 1.20087 4.65480 -0.017
O 2.14761 1.59078 5.03636 -0.011
H -4.41258 -2.93593 -3.67336 0.069
O -3.46161 -2.81472 -3.50214 -0.047
H 0.06751 1.64370 -3.95743 0.028
H -1.03845 0.85834 -4.60260 0.059
O -0.34064 0.70419 -3.96965 -0.094
H -0.87808 2.16337 3.46819 -0.006
H -1.45966 2.46488 -0.55478 -0.029
H 2.29288 3.47475 1.57068 0.006
H 1.06013 0.34980 3.62947 0.029
H -0.72844 -3.19848 -4.19544 0.047
H -3.54712 -1.84894 -3.50839 0.051
O 4.21116 -3.07868 -1.63826 -0.053
H 3.97560 -2.60313 -0.83993 -0.014
H 3.62294 -2.85253 -2.35085 -0.038
O -0.50920 -0.61460 0.56564 -0.056
H 0.20956 0.04344 0.37530 0.070
H -0.33895 -1.25564 -0.15652 0.029
O 0.45308 -2.45753 2.17770 -0.059
H 0.39022 -2.41745 1.22258 0.034
H 0.89484 -3.28755 2.40126 0.072
O -0.95738 5.82838 -0.61070 -0.050
H -0.91972 4.87644 -0.77242 0.011
H -1.81564 6.20894 -0.78411 0.029
O 1.57156 -5.16795 -2.87868 -0.036
H 2.29807 -4.96769 -2.28966 0.039
H 0.90214 -5.48788 -2.23375 0.063
O 3.38564 -2.01549 -4.12150 -0.068
H 2.53101 -2.30138 -4.50620 0.037
H 4.07879 -2.57408 -4.51718 0.071
O -1.31446 -2.55452 -1.90872 -0.056
H -1.47333 -2.02533 -1.12724 -0.004
H -2.23071 -2.85174 -2.14603 0.051
```

orbital gap	9.50	eV
M	720.60	g/mol
lowest unoccupied orbital energy	-0.486	eV

Stability, lowest: model one